[1]
{"formula": "C4H7IO2", "method": "ωB97M-V/def2-TZVPD", "elements": ["C", "C", "C", "C", "O", "O", "I", "H", "H", "H", "H", "H", "H", "H"], "positions_angstrom": [[2.47844, -1.96410, -0.05339], [0.59424, -0.16261, -0.71278], [-1.86368, 1.50973, 0.15627], [-0.68823, -0.43281, 0.02707], [2.83450, -3.06221, 0.10762], [-1.76168, 0.24878, -0.57009], [1.97528, 1.33398, -0.02091], [2.93213, -1.14233, 0.59004], [0.41750, -0.26579, -1.70981], [-2.12225, 2.44552, -0.37087], [-0.92687, 1.81848, 0.63904], [-2.55390, 1.42908, 0.92822], [-0.47405, -0.29525, 1.13596], [-0.84143, -1.46046, -0.14635]], "nbo_charge": [0.3962, -0.2949, -0.2741, -0.1823, -0.4569, -0.5162, 0.1149, 0.1234, 0.1568, 0.1946, 0.1777, 0.1767, 0.1766, 0.2076], "de_lowest_kcal_mol": 110.14, "e_homo_ev": [-8.53, -8.61], "e_tot_ev": -16451.837, "orbital_gap_ev": [8.38, 8.17], "charge": 0}

---

[2]
{"formula": "C22H27MnN3O6PS4", "method": "ωB97M-V/def2-TZVPD", "elements": ["Mn", "N", "C", "C", "N", "C", "C", "N", "H", "H", "H", "H", "H", "H", "H", "H", "H", "H", "H", "H", "H", "O", "S", "O", "O", "C", "C", "C", "C", "C", "C", "S", "O", "O", "O", "H", "H", "H", "H", "S", "P", "S", "C", "C", "C", "C", "C", "C", "C", "C", "C", "C", "C", "C", "H", "H", "H", "H", "H", "H", "H", "H", "H", "H"], "positions_angstrom": [[-1.14454, -0.18076, -0.54267], [-2.86293, -0.96194, 0.23980], [-4.17594, -0.31195, 0.04603], [-4.27237, 0.97249, 0.86465], [-3.18874, 1.86947, 0.55432], [-3.30686, 2.74505, -0.58625], [-2.45980, 2.25251, -1.76384], [-1.20033, 1.66315, -1.27624], [-2.88137, -1.83689, -0.30487], [-2.74650, -1.22901, 1.21351], [-4.97231, -1.00390, 0.32743], [-4.28903, -0.10956, -1.02074], [-4.23489, 0.72795, 1.92854], [-5.25270, 1.42993, 0.67976], [-2.77185, 2.30883, 1.35754], [-3.00053, 3.75568, -0.30954], [-4.34798, 2.81507, -0.91881], [-2.22393, 3.08224, -2.43444], [-2.97468, 1.49124, -2.35173], [-0.69377, 2.28724, -0.60756], [-0.57534, 1.52652, -2.07185], [-0.46987, -2.01222, -0.46655], [0.74009, -1.72047, -1.30081], [1.96754, -2.24667, -0.81933], [0.67417, -0.22708, -1.33087], [0.45401, -2.41947, -2.91190], [1.57980, -2.94986, -3.52404], [1.47046, -3.61079, -4.74024], [0.22622, -3.76047, -5.32969], [-0.89516, -3.21820, -4.71655], [-0.78661, -2.54552, -3.51304], [-2.29524, -1.81929, -2.90166], [-2.86633, -2.67933, -1.88660], [-3.09963, -1.53275, -4.04498], [-1.82244, -0.51313, -2.28914], [2.53835, -2.86338, -3.03151], [2.35445, -4.01593, -5.21011], [0.12173, -4.28612, -6.26801], [-1.86711, -3.28917, -5.18330], [0.95805, 3.11422, 0.63127], [1.28592, 1.44992, 1.63807], [-0.57789, 0.43822, 1.51337], [1.53407, 1.73996, 3.39656], [2.73506, 2.34074, 3.75313], [2.99649, 2.59965, 5.08535], [2.06890, 2.24887, 6.05761], [0.87626, 1.64220, 5.69876], [0.60378, 1.38633, 4.36437], [2.67662, 0.43097, 1.11545], [3.52916, 0.85623, 0.10814], [4.64094, 0.09096, -0.20016], [4.89228, -1.08694, 0.49319], [4.03369, -1.51074, 1.49793], [2.92567, -0.75000, 1.81404], [3.45915, 2.60464, 2.99287], [3.92723, 3.07218, 5.36594], [2.28064, 2.44756, 7.09923], [0.15400, 1.36844, 6.45531], [-0.32839, 0.92056, 4.08386], [3.31604, 1.77136, -0.42679], [5.31390, 0.41773, -0.98132], [5.76405, -1.67993, 0.24869], [4.22856, -2.43050, 2.03184], [2.25775, -1.06620, 2.60857]], "nbo_charge": [1.0275, -0.7841, -0.2272, -0.2233, -0.6571, -0.2346, -0.2430, -0.7390, 0.4496, 0.3890, 0.2219, 0.2105, 0.2070, 0.2017, 0.3969, 0.2153, 0.2086, 0.2227, 0.2299, 0.4335, 0.4195, -0.8675, 2.3845, -0.8775, -0.9224, -0.2794, -0.1718, -0.1865, -0.1616, -0.1627, -0.3371, 2.4250, -0.9651, -0.9158, -0.9927, 0.2519, 0.2361, 0.2370, 0.2584, -0.5003, 1.1795, -0.0270, -0.3406, -0.2055, -0.1819, -0.1742, -0.2007, -0.2113, -0.3628, -0.1852, -0.2077, -0.1629, -0.1837, -0.2001, 0.2302, 0.2298, 0.2297, 0.2279, 0.2208, 0.2391, 0.2284, 0.2276, 0.2293, 0.2236], "e_homo_ev": [-11.82, -11.81], "e_tot_ev": -123952.289, "multiplicity": 2, "orbital_gap_ev": [5.50, 5.54], "charge": 1, "s_squared": 0.78}

---

[3]
{"formula": "C48H81F2GeNO4PZr", "method": "ωB97M-V/def2-TZVPD", "elements": ["Zr", "C", "C", "C", "C", "O", "Ge", "O", "C", "C", "C", "C", "O", "C", "C", "C", "C", "H", "H", "H", "H", "H", "H", "H", "H", "H", "H", "H", "H", "H", "H", "H", "H", "H", "H", "H", "H", "H", "H", "H", "H", "H", "H", "H", "C", "C", "C", "C", "C", "C", "C", "C", "C", "C", "C", "C", "N", "C", "C", "C", "C", "C", "C", "F", "H", "H", "H", "H", "H", "H", "H", "H", "H", "H", "H", "H", "H", "H", "H", "H", "H", "H", "H", "H", "H", "F", "O", "P", "C", "C", "C", "C", "C", "C", "C", "C", "C", "C", "C", "C", "C", "C", "C", "C", "C", "C", "H", "H", "H", "H", "H", "H", "H", "H", "H", "H", "H", "H", "H", "H", "H", "H", "H", "H", "H", "H", "H", "H", "H", "H", "H", "H", "H", "H", "H", "H", "H", "H", "H"], "positions_angstrom": [[0.46717, -0.28749, 0.92073], [2.68643, 3.03708, 3.32177], [1.32879, 2.85305, 2.65504], [1.26073, 3.75989, 1.45054], [0.23859, 3.19586, 3.66481], [1.14391, 1.47206, 2.20057], [1.57752, 0.03716, 3.52399], [2.28162, -0.83539, 1.87989], [3.76202, -0.86963, 1.71381], [4.10841, -0.43409, 0.30200], [4.42430, 0.08189, 2.70415], [4.24968, -2.27255, 2.01878], [-0.04247, -0.82372, 2.84099], [-1.39797, -0.76845, 3.44884], [-2.20259, 0.29138, 2.70685], [-1.28484, -0.40256, 4.91554], [-2.04175, -2.13285, 3.28154], [2.74614, 4.04928, 3.72156], [3.49815, 2.92101, 2.60450], [2.83474, 2.34357, 4.15429], [1.35750, 4.80001, 1.76878], [0.31153, 3.64343, 0.93603], [2.08059, 3.53744, 0.76534], [0.36936, 4.21858, 4.02318], [0.29892, 2.52561, 4.52897], [-0.75410, 3.11865, 3.22554], [3.64564, 0.52865, 0.08111], [3.78412, -1.17655, -0.42722], [5.18853, -0.31284, 0.20927], [4.10320, 1.10942, 2.53882], [5.50442, 0.03737, 2.57746], [4.20681, -0.20664, 3.73607], [3.83942, -3.00711, 1.33824], [3.96647, -2.54907, 3.03898], [5.33894, -2.29634, 1.94975], [-1.79689, 1.27855, 2.92351], [-3.24098, 0.27250, 3.03560], [-2.19598, 0.11315, 1.63471], [-0.93263, 0.62542, 5.04923], [-0.59294, -1.07726, 5.42544], [-2.26164, -0.49217, 5.38935], [-2.01161, -2.44744, 2.24060], [-3.08133, -2.08745, 3.60975], [-1.51692, -2.86945, 3.89167], [0.62628, -4.91819, 3.33102], [0.60372, -4.35701, 1.90904], [-0.64295, -4.85441, 1.16219], [1.83373, -4.72908, 1.10105], [2.55515, -5.86823, 1.39099], [3.57109, -6.31501, 0.55322], [3.88945, -5.60271, -0.58938], [3.22519, -4.43774, -0.93674], [3.80128, -3.65241, -2.11318], [3.68081, -4.43949, -3.43004], [5.27356, -3.29588, -1.86895], [2.15668, -3.98471, -0.08254], [1.48202, -2.81021, -0.30910], [1.09464, -2.52674, -1.58582], [0.67278, -3.49395, -2.51258], [0.28822, -3.14569, -3.79241], [0.35283, -1.82344, -4.21318], [0.73555, -0.83631, -3.31095], [1.01737, -1.21297, -2.03261], [1.38298, -0.20910, -1.09598], [-0.28266, -4.63709, 3.86137], [1.48765, -4.54924, 3.89341], [0.65064, -6.00840, 3.33108], [0.55740, -3.27330, 1.95612], [-0.57848, -5.93207, 1.00096], [-0.74755, -4.35984, 0.19381], [-1.54652, -4.65026, 1.74273], [2.31759, -6.45053, 2.27188], [4.12272, -7.21444, 0.80021], [4.69893, -5.95151, -1.22094], [3.26087, -2.72026, -2.23829], [4.31015, -5.33219, -3.40706], [4.01226, -3.81728, -4.26484], [2.65492, -4.75129, -3.62125], [5.90456, -4.18552, -1.86970], [5.41188, -2.78740, -0.91205], [5.62989, -2.63602, -2.66506], [0.63697, -4.52565, -2.18389], [-0.04018, -3.91255, -4.48389], [0.11130, -1.55185, -5.23302], [0.83722, 0.19424, -3.61879], [-0.78324, -1.58429, 0.39718], [-0.73786, 1.07414, -0.30677], [-1.62803, 1.78522, -1.36766], [-2.82047, 2.85200, -0.48181], [-2.27772, 3.43135, 0.82724], [-3.46797, 3.70862, 1.75975], [-4.69050, 4.22097, 0.96554], [-4.24274, 4.94431, -0.30412], [-3.49435, 3.99616, -1.26930], [-2.53966, 0.57813, -2.41220], [-3.83674, 1.11075, -3.06705], [-5.09278, 0.98800, -2.19439], [-5.24564, -0.41966, -1.61889], [-3.99462, -0.81456, -0.83589], [-2.77275, -0.79131, -1.75179], [-0.54111, 2.58366, -2.59667], [0.56610, 3.47190, -2.00949], [0.14243, 4.93609, -1.95565], [-0.11398, 5.47740, -3.38345], [-0.41424, 4.34920, -4.38466], [-1.31188, 3.28903, -3.74330], [-3.58237, 2.11070, -0.21391], [-1.75731, 4.36895, 0.61380], [-1.56670, 2.75310, 1.28283], [-3.17209, 4.44931, 2.50713], [-3.74256, 2.79782, 2.29663], [-5.28297, 4.89285, 1.58566], [-5.34627, 3.38666, 0.69363], [-3.59635, 5.78041, -0.02396], [-5.10267, 5.37172, -0.81778], [-2.74689, 4.57803, -1.80582], [-4.19241, 3.59520, -2.00692], [-1.81782, 0.41238, -3.21705], [-3.99275, 0.50835, -3.96745], [-3.71652, 2.14155, -3.40355], [-5.96011, 1.23672, -2.80816], [-5.07185, 1.71016, -1.37155], [-5.39206, -1.13432, -2.43765], [-6.13240, -0.47208, -0.98441], [-4.11030, -1.81469, -0.41243], [-3.84943, -0.12033, 0.00484], [-2.92376, -1.51912, -2.55536], [-1.88413, -1.09610, -1.21109], [-0.04866, 1.70510, -3.01011], [1.44692, 3.38983, -2.65135], [0.85586, 3.09836, -1.03423], [0.91078, 5.52654, -1.45844], [-0.76331, 5.02472, -1.34473], [0.75593, 6.03895, -3.72655], [-0.95319, 6.17564, -3.36337], [0.51611, 3.88008, -4.72052], [-0.90345, 4.75346, -5.26927], [-1.63104, 2.55926, -4.49031], [-2.20751, 3.78752, -3.37235]], "lowdin_charge": [1.9657, -0.0491, -0.6550, -0.0257, -0.0158, -0.4422, 1.1702, -0.4740, -0.6121, -0.0159, -0.0665, -0.0005, -0.4996, -0.6068, -0.0279, -0.0352, -0.0075, 0.1078, 0.0829, 0.0651, 0.1140, 0.0474, 0.0957, 0.1071, 0.0765, 0.0636, 0.0869, 0.0654, 0.1091, 0.0534, 0.1125, 0.0696, 0.0616, 0.1029, 0.1091, 0.0651, 0.1137, 0.0531, 0.0717, 0.0950, 0.1112, 0.0698, 0.1088, 0.0834, -0.0560, -0.3676, -0.0377, -0.1241, -0.0112, -0.0120, -0.0190, -0.1085, -0.3660, -0.0393, -0.0482, -0.1828, 0.1508, -0.2728, 0.0006, -0.0415, -0.0335, -0.0063, -0.1726, -0.0908, 0.0656, 0.0901, 0.0820, 0.0901, 0.0966, 0.0683, 0.0751, 0.1131, 0.1223, 0.1213, 0.1049, 0.0867, 0.0926, 0.0654, 0.0843, 0.0643, 0.0929, 0.1384, 0.1261, 0.1225, 0.1152, -0.3872, -0.4690, 0.9556, -0.3243, -0.2054, -0.1662, -0.1765, -0.1644, -0.1713, -0.3235, -0.1644, -0.1842, -0.1816, -0.1846, -0.1829, -0.3326, -0.1828, -0.1723, -0.1665, -0.1781, -0.1740, 0.0983, 0.1128, 0.0515, 0.1181, 0.1007, 0.1175, 0.1126, 0.1192, 0.1196, 0.0834, 0.1011, 0.1001, 0.1317, 0.0853, 0.1243, 0.0861, 0.1232, 0.1177, 0.1200, 0.0976, 0.1310, 0.0612, 0.0755, 0.1279, 0.0641, 0.1153, 0.0889, 0.1146, 0.1143, 0.1169, 0.1197, 0.1186, 0.0842], "de_lowest_kcal_mol": 8.41, "e_homo_ev": [-12.68, -13.35], "e_tot_ev": -133286.530, "multiplicity": 2, "orbital_gap_ev": [7.53, 6.73], "charge": 2, "s_squared": 0.79}

---

[4]
{"formula": "C9H14ClNOS", "method": "ωB97M-V/def2-TZVPD", "elements": ["C", "C", "C", "C", "C", "C", "C", "C", "C", "N", "O", "S", "Cl", "H", "H", "H", "H", "H", "H", "H", "H", "H", "H", "H", "H", "H", "H"], "positions_angstrom": [[1.85111, -3.96693, 0.77052], [1.24349, -2.67499, 1.29225], [-0.81783, 1.77158, -1.19357], [0.18620, 2.08760, -0.10773], [-1.62835, 0.48769, -0.83614], [0.92921, 0.82852, 0.35335], [-0.68617, -0.62758, -0.54368], [1.09484, -4.80499, 0.05467], [0.18197, -0.36930, 0.70023], [1.30406, -1.33938, 0.71685], [3.70912, -1.54670, 1.83359], [2.28266, -1.40759, 2.10463], [1.66696, -6.37561, -0.41857], [2.86771, -4.15072, 1.01727], [0.30684, -2.76532, 1.97449], [-1.57780, 2.59402, -1.30961], [-0.32973, 1.71243, -2.18146], [0.89160, 2.80008, -0.60724], [-0.34182, 2.56935, 0.80455], [-2.35599, 0.72919, -0.02678], [-2.27076, 0.07078, -1.70112], [1.78681, 0.62433, -0.34309], [1.46431, 1.24520, 1.22790], [-1.21565, -1.59663, -0.42125], [-0.12025, -0.87254, -1.48010], [0.07542, -4.68256, -0.28731], [-0.28721, -0.30462, 1.73465]], "nbo_charge": [-0.2400, -0.2551, -0.4081, -0.3960, -0.4056, -0.4316, -0.4195, -0.1735, -0.0781, -0.5879, -0.9287, 1.3368, -0.0094, 0.2430, 0.2002, 0.2093, 0.2028, 0.2228, 0.1961, 0.2041, 0.2152, 0.2360, 0.2119, 0.2072, 0.2272, 0.2182, 0.2028], "de_lowest_kcal_mol": 0.00, "e_homo_ev": -9.38, "e_tot_ev": -36452.301, "orbital_gap_ev": 10.04, "charge": 0}

---

[5]
{"formula": "C6H8N", "method": "ωB97M-V/def2-TZVPD", "elements": ["C", "C", "C", "C", "C", "C", "N", "H", "H", "H", "H", "H", "H", "H", "H"], "positions_angstrom": [[1.15400, 2.47551, -0.74584], [-0.49237, 0.23026, -0.74761], [0.12975, -0.43596, 1.21485], [-0.69588, -0.94273, 0.11875], [0.47705, 1.50255, -0.15448], [-1.07627, -2.27151, -0.22001], [0.65801, 0.79058, 1.07743], [1.72850, 3.08819, -0.02634], [0.98199, 2.89015, -1.77733], [-1.00083, 0.23639, -1.64417], [0.39997, -1.02144, 1.99049], [-0.14938, -2.59513, -0.81663], [-2.01510, -2.29833, -0.82453], [-1.15721, -2.83476, 0.66049], [1.05776, 1.18625, 1.89494]], "nbo_charge": [-0.2657, -0.0156, 0.2274, -0.0696, 0.1051, -0.6579, -0.4855, 0.2419, 0.2768, 0.2114, 0.2231, 0.2621, 0.2672, 0.2454, 0.4339], "de_lowest_kcal_mol": 93.20, "e_homo_ev": -14.23, "e_tot_ev": -7831.647, "orbital_gap_ev": 8.31, "charge": 1}

---

[6]
{"formula": "C2H7O2", "method": "ωB97M-V/def2-TZVPD", "elements": ["C", "O", "C", "H", "H", "H", "H", "H", "H", "H", "O"], "positions_angstrom": [[0.13471, 0.72555, -0.28634], [-0.44814, -0.21272, -1.00707], [1.35174, 0.23827, 0.56941], [-0.59630, 1.43562, 0.17535], [0.61849, 1.49603, -0.97277], [1.26523, -0.51296, 1.36174], [1.79748, 1.13325, 1.09430], [2.01806, -0.09371, -0.22231], [-1.31425, -1.41909, -0.44082], [-2.64429, -0.97887, -0.22826], [-2.18273, -1.81138, -0.04322]], "nbo_charge": [-0.1261, -0.3376, -0.6481, 0.2175, 0.2475, 0.2306, 0.2090, 0.2145, 0.4698, 0.4522, -0.9294], "de_lowest_kcal_mol": 21.18, "e_homo_ev": [-10.84, -10.74], "e_tot_ev": -6279.584, "multiplicity": 2, "orbital_gap_ev": [11.62, 8.29], "charge": 0, "s_squared": 0.75}

---

> Which formula does entry 3 have?

C48H81F2GeNO4PZr

---

Copy entry 1 word for word.
{"formula": "C4H7IO2", "method": "ωB97M-V/def2-TZVPD", "elements": ["C", "C", "C", "C", "O", "O", "I", "H", "H", "H", "H", "H", "H", "H"], "positions_angstrom": [[2.47844, -1.96410, -0.05339], [0.59424, -0.16261, -0.71278], [-1.86368, 1.50973, 0.15627], [-0.68823, -0.43281, 0.02707], [2.83450, -3.06221, 0.10762], [-1.76168, 0.24878, -0.57009], [1.97528, 1.33398, -0.02091], [2.93213, -1.14233, 0.59004], [0.41750, -0.26579, -1.70981], [-2.12225, 2.44552, -0.37087], [-0.92687, 1.81848, 0.63904], [-2.55390, 1.42908, 0.92822], [-0.47405, -0.29525, 1.13596], [-0.84143, -1.46046, -0.14635]], "nbo_charge": [0.3962, -0.2949, -0.2741, -0.1823, -0.4569, -0.5162, 0.1149, 0.1234, 0.1568, 0.1946, 0.1777, 0.1767, 0.1766, 0.2076], "de_lowest_kcal_mol": 110.14, "e_homo_ev": [-8.53, -8.61], "e_tot_ev": -16451.837, "orbital_gap_ev": [8.38, 8.17], "charge": 0}